1.
110
Properties=species:S:1:pos:R:3:forces:R:3 method="wB97M-V/def2-TZVPD" homo_ev="-9.89 / -9.90" energy_ev=-145626.481 orbital_gap_ha="0.219 / 0.238" multiplicity=2 relative_energy_kcal_mol=0.0 charge=+1
V 0.635 0.543 -0.309 -0.15 0.00 -0.51
C 3.486 0.719 1.934 0.02 0.01 -0.05
P 1.884 -0.121 1.765 -0.04 -0.04 0.03
C 0.912 0.475 3.199 -0.01 0.04 -0.03
N 1.179 -0.014 4.381 0.02 -0.01 -0.02
C 0.406 0.397 5.415 -0.03 0.02 0.01
C 0.644 -0.112 6.713 0.00 0.01 -0.01
C -0.147 0.291 7.747 -0.02 0.01 0.00
C -1.205 1.212 7.537 0.01 -0.01 0.01
C -1.455 1.718 6.297 0.01 -0.01 -0.02
C -0.648 1.320 5.205 0.02 -0.02 0.00
N -0.882 1.836 3.976 0.03 0.02 -0.01
C -0.119 1.433 2.996 0.02 -0.03 0.02
P -0.423 2.137 1.330 -0.02 0.13 0.08
C -2.224 2.269 1.254 -0.03 0.05 0.01
C 0.216 3.890 1.399 0.03 -0.04 -0.06
C 1.743 3.846 1.326 -0.02 -0.01 0.04
C -0.215 4.600 2.683 0.00 -0.02 0.01
C -0.345 4.650 0.192 0.01 -0.02 0.01
C 2.259 -1.930 2.009 -0.02 0.02 0.01
C 0.992 -2.675 2.425 0.00 0.00 0.02
C 3.352 -2.125 3.065 0.00 0.01 0.01
C 2.748 -2.465 0.658 -0.01 0.01 0.00
H 3.837 0.644 2.963 -0.01 -0.01 0.00
H 3.392 1.761 1.642 0.02 -0.06 0.01
H 4.205 0.246 1.265 0.02 0.00 0.01
H 1.454 -0.816 6.850 0.01 0.00 0.00
H 0.028 -0.093 8.743 0.00 0.00 0.00
H -1.817 1.513 8.376 0.00 0.00 0.01
H -2.256 2.422 6.111 0.00 0.01 0.00
H -2.574 2.742 2.171 0.02 -0.01 0.01
H -2.659 1.280 1.155 -0.01 -0.03 -0.01
H -2.515 2.857 0.386 0.00 -0.01 0.00
H 2.162 3.330 2.194 -0.02 0.03 -0.01
H 2.133 4.866 1.337 0.00 0.01 0.00
H 2.094 3.358 0.415 0.01 0.01 0.00
H 0.261 4.178 3.566 0.01 -0.01 0.01
H -1.294 4.570 2.832 -0.01 0.01 0.00
H 0.085 5.647 2.605 0.00 0.00 0.00
H -0.141 4.148 -0.752 0.00 -0.01 -0.03
H 0.132 5.632 0.153 0.00 0.01 0.01
H -1.419 4.811 0.278 -0.01 0.00 0.00
H 0.631 -2.349 3.400 0.00 -0.01 -0.01
H 1.226 -3.740 2.485 0.00 0.00 0.00
H 0.192 -2.546 1.701 -0.03 0.00 -0.02
H 3.065 -1.698 4.023 0.01 0.00 0.01
H 4.305 -1.700 2.752 0.01 0.00 0.00
H 3.502 -3.199 3.197 0.00 0.00 0.00
H 1.955 -2.459 -0.090 0.01 -0.01 0.00
H 3.084 -3.495 0.794 0.00 -0.01 0.01
H 3.595 -1.895 0.265 0.01 0.00 0.00
C -0.362 -3.875 -4.033 -0.04 0.04 -0.01
O -1.195 -4.458 -3.037 0.00 0.01 0.02
C -1.423 -3.746 -1.918 -0.10 -0.06 0.03
C -2.387 -4.258 -1.042 0.04 0.07 -0.04
C -2.739 -3.542 0.081 -0.01 -0.02 -0.07
C -2.121 -2.332 0.407 -0.01 0.20 0.08
C -2.522 -1.544 1.607 0.04 -0.24 0.20
C -3.942 -1.666 2.083 0.00 0.06 -0.05
O -1.714 -0.851 2.198 -0.01 0.11 -0.10
C -1.123 -1.881 -0.454 -0.25 -0.02 -0.16
O -0.508 -0.691 -0.216 0.45 -0.14 0.17
C -0.782 -2.551 -1.619 0.11 0.08 -0.04
H -0.352 -4.575 -4.863 -0.01 0.00 0.01
H 0.657 -3.738 -3.662 0.01 0.00 0.01
H -0.773 -2.917 -4.364 0.02 -0.03 0.01
H -2.869 -5.195 -1.287 0.00 -0.01 0.00
H -3.517 -3.927 0.727 0.01 -0.01 -0.02
H -4.625 -1.450 1.260 -0.02 0.00 0.00
H -4.103 -0.965 2.898 0.01 0.00 0.00
H -4.142 -2.677 2.443 0.01 0.01 -0.02
H -0.048 -2.103 -2.270 0.01 -0.01 -0.01
Cl 7.631 -0.057 -4.891 0.00 0.00 0.00
C 6.196 0.048 -3.939 0.00 0.00 0.01
C 6.034 1.120 -3.071 0.00 0.00 0.00
C 4.883 1.200 -2.310 -0.01 -0.02 0.01
C 3.905 0.214 -2.420 0.02 0.01 0.00
C 4.081 -0.856 -3.294 0.00 0.01 0.01
C 5.229 -0.943 -4.057 0.00 -0.01 -0.01
C 2.683 0.301 -1.614 0.09 -0.01 0.01
O 2.500 1.259 -0.786 -0.12 0.01 0.07
O 1.757 -0.557 -1.683 0.00 0.04 0.09
H 6.802 1.877 -3.001 0.01 0.00 0.00
H 4.734 2.026 -1.628 0.00 0.01 0.00
H 3.312 -1.613 -3.370 0.00 0.00 0.00
H 5.384 -1.765 -4.741 0.00 0.00 0.00
N -3.772 -2.884 -6.318 0.01 0.00 -0.01
C -3.830 -1.972 -5.279 0.00 0.00 0.00
C -3.852 -2.415 -3.952 0.02 0.00 0.03
C -3.843 -1.506 -2.913 -0.02 0.01 -0.04
C -3.815 -0.143 -3.184 0.00 -0.05 0.02
C -3.817 0.312 -4.496 0.00 -0.03 0.01
C -3.821 -0.598 -5.536 0.00 0.01 -0.01
S -3.668 0.985 -1.851 -0.03 -0.04 -0.02
O -4.260 0.379 -0.685 0.03 0.02 -0.03
O -4.130 2.279 -2.289 0.02 0.00 0.01
N -2.077 1.009 -1.566 0.02 0.05 0.19
C -1.254 1.840 -2.138 0.01 0.10 -0.06
S -1.598 3.071 -3.339 0.02 -0.03 0.02
C 0.093 3.448 -3.440 -0.03 0.01 -0.01
C 0.808 2.713 -2.581 0.05 -0.03 0.02
N 0.072 1.814 -1.818 -0.16 -0.10 0.12
H -4.110 -3.811 -6.118 -0.01 0.00 0.00
H -4.052 -2.547 -7.224 0.00 -0.01 0.00
H -3.874 -3.478 -3.742 -0.01 -0.01 0.00
H -3.869 -1.843 -1.885 0.01 -0.01 0.00
H -3.830 1.374 -4.697 0.00 0.02 0.00
H -3.826 -0.248 -6.561 0.00 0.00 0.00
H 0.457 4.212 -4.106 0.01 0.00 -0.01
H 1.873 2.786 -2.430 -0.02 0.00 0.00

---

2.
105
Properties=species:S:1:pos:R:3:forces:R:3 method="wB97M-V/def2-TZVPD" homo_ev="-5.45 / -4.91" energy_ev=-105349.947 orbital_gap_ha="0.209 / 0.188" multiplicity=5 relative_energy_kcal_mol=136.2 charge=0
Cr -0.521 -0.606 0.971 0.26 0.19 0.00
C 1.961 1.918 1.321 0.03 -0.01 0.01
C 0.786 2.362 2.132 -0.03 -0.05 0.00
C 0.905 3.427 3.020 0.01 0.02 -0.06
C -0.191 3.833 3.754 -0.02 0.00 0.02
C -1.372 3.125 3.615 0.02 0.02 0.03
C -1.408 2.049 2.738 0.04 0.03 -0.04
N -0.367 1.698 1.979 -0.03 -0.02 0.02
Sb -3.275 1.009 2.606 -0.02 -0.05 0.08
C -2.886 -1.132 2.588 -0.04 -0.11 0.09
C -3.735 -1.849 3.413 0.00 0.01 0.00
C -3.823 -3.230 3.272 -0.05 -0.02 0.05
C -3.139 -3.836 2.246 0.06 0.06 -0.07
C -2.318 -3.065 1.420 -0.16 -0.03 0.08
C -1.717 -3.688 0.196 0.12 -0.05 -0.01
N -2.142 -1.766 1.659 0.05 0.00 -0.15
C -3.228 1.125 0.489 0.08 -0.19 -0.18
C -3.926 2.223 -0.334 -0.15 0.04 0.18
C -3.804 1.445 -2.844 0.04 -0.05 -0.02
C -2.606 1.105 -3.358 -0.07 0.02 0.03
C -1.488 0.565 -2.656 0.09 0.20 0.01
C -0.745 -0.533 -3.381 0.02 -0.02 0.15
N -2.141 0.431 -0.253 -0.06 0.11 0.10
H 2.873 2.416 1.649 -0.01 -0.01 0.03
H 1.789 2.167 0.275 0.02 0.02 -0.06
H 2.096 0.838 1.406 -0.01 -0.01 -0.02
H 1.859 3.929 3.116 0.00 0.00 0.00
H -0.119 4.668 4.439 -0.01 0.01 0.00
H -2.248 3.386 4.195 -0.01 -0.01 0.00
H -4.335 -1.332 4.150 0.00 0.00 0.01
H -4.459 -3.809 3.930 0.01 0.00 0.00
H -3.237 -4.895 2.049 0.00 0.00 0.01
H -2.527 -4.051 -0.439 0.02 -0.01 0.03
H -1.083 -4.536 0.450 0.02 -0.01 0.02
H -1.119 -2.982 -0.375 0.00 0.05 0.03
H -4.866 2.449 0.178 0.02 0.08 -0.03
H -4.552 1.875 -3.500 -0.02 0.03 0.03
H -2.499 1.184 -4.441 0.01 0.01 -0.01
H 0.269 -0.293 -3.708 0.08 0.05 -0.01
H -1.304 -0.802 -4.278 0.00 -0.01 0.01
H -0.668 -1.440 -2.767 0.02 0.00 -0.01
C 1.211 2.528 -6.130 0.01 0.00 0.00
O 1.381 2.030 -4.817 0.00 0.00 0.00
C 2.629 2.065 -4.282 0.00 -0.05 0.01
C 3.768 2.469 -4.955 0.05 0.02 -0.02
C 4.996 2.473 -4.297 -0.03 0.01 0.00
C 5.074 2.104 -2.970 0.01 -0.01 0.01
C 3.925 1.716 -2.285 -0.04 0.03 0.05
C 2.702 1.660 -2.934 -0.02 -0.10 -0.17
N 1.480 1.297 -2.346 0.01 0.17 0.24
C 1.218 0.376 -1.373 -0.02 -0.06 -0.13
N 2.217 -0.473 -1.065 -0.01 0.12 0.01
C 2.137 -1.598 -0.229 0.09 -0.02 -0.01
C 1.075 -1.875 0.622 -0.16 -0.07 0.07
C 1.211 -3.029 1.410 -0.04 -0.03 -0.05
C 2.310 -3.863 1.349 0.06 0.01 -0.05
C 3.365 -3.555 0.491 -0.04 -0.04 0.04
C 3.273 -2.426 -0.286 0.03 0.01 0.00
O 4.304 -2.031 -1.125 -0.08 0.03 -0.05
C 4.532 -2.916 -2.219 0.03 -0.01 0.06
N 0.063 0.283 -0.780 -0.15 -0.03 -0.10
C -1.147 1.013 -1.242 0.00 -0.29 -0.14
C -0.942 2.489 -1.160 -0.12 0.02 0.00
C -1.888 3.509 -1.018 0.16 0.13 -0.05
C -3.211 3.478 -0.682 0.01 -0.20 0.02
C -4.224 1.157 -1.444 0.01 -0.03 -0.15
C -3.516 0.107 -0.576 0.13 0.11 -0.03
O -3.979 -1.178 -0.454 -0.03 -0.03 0.02
C -3.898 -1.879 -1.691 0.01 0.01 -0.04
H 0.147 2.459 -6.340 0.00 0.00 0.00
H 1.766 1.925 -6.854 -0.01 0.01 -0.01
H 1.530 3.570 -6.198 -0.01 -0.01 -0.02
H 3.712 2.776 -5.989 0.00 -0.01 0.01
H 5.884 2.781 -4.833 0.01 0.00 0.00
H 6.020 2.127 -2.447 0.00 0.01 0.00
H 3.992 1.492 -1.228 -0.05 -0.09 0.02
H 0.660 1.782 -2.700 -0.06 -0.05 -0.03
H 3.061 -0.425 -1.613 0.09 0.03 -0.01
H 0.433 -3.262 2.127 -0.04 0.00 -0.02
H 2.368 -4.737 1.986 0.00 0.00 0.00
H 4.255 -4.169 0.441 0.00 -0.01 0.01
H 4.997 -3.844 -1.880 -0.02 -0.01 -0.03
H 5.205 -2.405 -2.904 0.01 -0.01 0.01
H 3.593 -3.149 -2.728 0.00 0.00 -0.01
H 0.086 2.814 -1.189 0.01 0.00 0.00
H -1.471 4.505 -1.162 -0.03 0.00 0.00
H -3.767 4.405 -0.636 -0.01 0.01 -0.01
H -5.291 0.915 -1.429 0.00 0.00 0.04
H -4.323 -2.867 -1.522 -0.01 0.01 0.00
H -2.858 -1.971 -2.018 -0.02 0.00 0.00
H -4.463 -1.365 -2.472 -0.01 0.01 0.01
C 2.338 -0.541 4.383 0.02 0.05 0.02
Si 0.519 -0.976 4.274 0.08 -0.19 -0.22
C -0.423 0.110 5.483 0.00 0.02 0.00
C 0.283 -2.748 4.862 0.01 -0.01 0.05
O 0.003 -0.820 2.757 -0.18 0.25 0.32
H 2.753 -0.770 5.367 0.01 0.00 0.01
H 2.494 0.526 4.195 0.01 0.01 -0.01
H 2.905 -1.100 3.634 0.00 -0.02 -0.01
H 0.090 0.130 6.448 -0.01 -0.04 0.02
H -1.435 -0.268 5.657 -0.03 0.01 -0.03
H -0.497 1.139 5.132 0.01 0.04 0.00
H 0.389 -2.819 5.948 0.01 -0.01 0.01
H 1.013 -3.425 4.411 0.00 0.00 -0.01
H -0.717 -3.107 4.603 -0.01 0.00 -0.01